Record 1
C18H16ClN3O3S | the ωB97M-V functional and the def2-TZVPD basis

Last column: natural (NBO) charge in e.
Geometry (Å):
C -5.284 -1.371 1.922  -0.651
C -4.609 -0.943 0.657  0.088
C -3.234 -1.068 0.504  -0.330
C -2.603 -0.675 -0.669  0.314
O -1.262 -0.757 -0.899  -0.496
C -0.427 -1.255 0.128  -0.115
C 0.977 -1.237 -0.356  0.307
N 1.690 -2.285 -0.649  -0.257
N 2.911 -1.882 -1.018  -0.327
C 2.935 -0.579 -0.932  0.186
S 4.295 0.434 -1.315  0.297
C 5.566 -0.806 -0.952  -0.644
C 5.495 -1.198 0.507  0.796
O 4.788 -0.688 1.330  -0.596
O 6.337 -2.194 0.772  -0.676
N 1.729 -0.099 -0.512  -0.400
C 1.402 1.237 -0.198  0.189
C 0.325 1.858 -0.815  -0.238
C 0.014 3.163 -0.476  -0.193
C 0.775 3.842 0.460  -0.204
C 1.852 3.215 1.068  -0.203
C 2.170 1.909 0.745  -0.229
C -3.363 -0.144 -1.711  -0.250
C -4.728 -0.013 -1.574  -0.198
C -5.342 -0.409 -0.397  -0.101
Cl -7.059 -0.232 -0.247  -0.006
H -4.564 -1.769 2.631  0.214
H -5.800 -0.527 2.377  0.229
H -6.030 -2.134 1.708  0.230
H -2.667 -1.485 1.321  0.218
H -0.683 -2.292 0.373  0.218
H -0.515 -0.625 1.027  0.195
H 5.399 -1.685 -1.575  0.276
H 6.536 -0.365 -1.180  0.258
H 6.269 -2.466 1.701  0.502
H -0.257 1.319 -1.545  0.239
H -0.826 3.650 -0.949  0.218
H 0.529 4.860 0.719  0.217
H 2.444 3.743 1.800  0.219
H 3.000 1.405 1.217  0.248
H -2.866 0.153 -2.621  0.225
H -5.320 0.396 -2.378  0.229

ΔE to the lowest compared entry with this formula, charge and spin = 12.4 kcal/mol
spin multiplicity = 1
HOMO = -0.3140 hartree
SMILES string = Cc1cc(OCc2nnc(SCC(=O)O)n2-c2ccccc2)ccc1Cl
F_max = 1.31 eV/Å
gap between HOMO and LUMO = 9.087 eV



Record 2
C18H16HfN8 | the ωB97M-V functional and the def2-TZVPD basis

Last column: natural (NBO) charge in e.
Geometry (Å):
Hf -0.041 0.601 -2.528  2.689
C 1.704 -3.524 -3.358  0.084
C 1.213 -2.221 -3.584  0.038
N 0.792 -1.458 -2.519  -0.686
C 0.848 -2.065 -1.282  0.185
C 1.496 -3.298 -1.119  0.061
N 1.922 -3.987 -2.122  -0.218
C 0.535 -1.154 -0.139  0.168
C 0.859 -1.386 1.148  -0.178
C 0.299 -0.506 2.171  0.203
C -0.155 0.764 1.767  -0.213
C -0.361 0.978 0.473  0.259
N -0.134 0.040 -0.488  -0.767
C -0.618 2.363 -0.088  0.191
C -1.143 3.521 0.540  0.050
N -1.186 4.687 -0.069  -0.198
C -0.789 4.739 -1.361  0.048
C -0.264 3.646 -1.986  -0.007
N -0.220 2.427 -1.404  -0.677
C 0.265 -0.917 3.561  -0.115
C 0.664 -2.248 3.927  -0.150
C 0.576 -2.601 5.278  0.061
N 0.056 -1.816 6.205  -0.245
C -0.383 -0.616 5.895  0.060
C -0.258 -0.096 4.600  -0.129
H 1.981 -4.111 -4.183  0.271
H 1.154 -1.782 -4.581  0.242
H 1.652 -3.847 -0.198  0.268
H 1.443 -2.237 1.511  0.284
H -0.371 1.548 2.509  0.280
H -1.577 3.536 1.556  0.276
H -0.823 5.730 -1.799  0.289
H 0.237 3.758 -2.942  0.241
H 0.964 -3.032 3.279  0.227
H 0.795 -3.603 5.617  0.250
H -0.848 -0.036 6.707  0.257
H -0.502 0.958 4.393  0.224
N -1.884 0.810 -3.608  -0.749
N -0.943 1.470 -4.455  -0.756
H -2.395 0.052 -4.038  0.473
H -2.579 1.462 -3.209  0.472
H -1.163 2.441 -4.701  0.470
H -0.817 1.012 -5.374  0.468

spin multiplicity = 1
HOMO = -0.7221 hartree
F_max = 2.61 eV/Å
gap between HOMO and LUMO = 4.141 eV
total charge = +4